# 1
Formula: C5H9Cl11
Source: OMol25
Level of theory: wB97M-V/def2-TZVPD

## Properties
E_LUMO (alpha / beta): 2.59 / 2.58 eV

Geometry as ORCA input:
```
! RIJCOSX wB97M-V def2-TZVPD def2/J DEFGRID3
* xyz -1 2
C 1.109 1.803 -0.683
Cl 0.930 2.908 -2.059
Cl -0.469 1.584 0.150
Cl 2.337 2.542 0.425
H 1.452 0.836 -1.052
C 4.992 -1.228 -1.018
Cl 3.903 -0.395 0.156
Cl 5.281 -2.945 -0.466
H 4.485 -1.253 -1.983
H 5.923 -0.661 -1.034
C -3.128 3.875 1.794
Cl -4.480 2.983 1.104
Cl -3.523 4.227 3.504
H -2.249 3.233 1.842
H -3.018 4.812 1.246
C 0.433 -3.528 -1.230
Cl 0.744 -1.771 -1.106
Cl 1.783 -4.332 -0.421
H -0.528 -3.683 -0.741
H 0.502 -3.840 -2.272
C -3.192 -0.991 0.888
Cl -2.778 -2.075 -0.385
Cl -4.956 -0.559 0.781
H -2.978 -1.427 1.864
H -2.572 -0.115 0.699
*
```

# 2
Formula: C5H9ClFN
Source: OMol25
Level of theory: wB97M-V/def2-TZVPD

## Properties
structure (SMILES): C/C(Cl)=C(\F)N(C)C
E_LUMO: 0.86 eV

Geometry as ORCA input:
```
! RIJCOSX wB97M-V def2-TZVPD def2/J DEFGRID3
* xyz 0 1
C -1.155 -2.582 0.042
C -0.420 -1.347 0.464
Cl 0.292 -1.345 2.071
C -0.322 -0.239 -0.418
F -1.083 -0.277 -1.572
N 0.348 0.899 -0.196
C -0.282 2.197 -0.176
C 1.748 0.909 0.205
H -1.631 -2.291 -1.005
H -0.512 -3.439 -0.105
H -1.939 -2.793 0.642
H 0.060 2.912 -0.918
H -1.355 2.006 -0.450
H -0.010 2.589 0.742
H 1.859 0.616 1.207
H 2.331 0.293 -0.449
H 2.069 1.892 -0.083
*
```

# 3
Formula: C5H9ClFN
Source: OMol25
Level of theory: wB97M-V/def2-TZVPD

## Properties
structure (SMILES): C[C@@H]1C[C@@H]([C@H](F)Cl)N1
E_LUMO: 0.99 eV

Geometry as ORCA input:
```
! RIJCOSX wB97M-V def2-TZVPD def2/J DEFGRID3
* xyz 0 1
C 2.122 -1.042 0.018
C 0.617 -0.754 -0.113
C 0.237 0.548 -0.880
C -0.567 0.930 0.408
C -2.094 0.708 0.200
F -2.323 -0.550 -0.347
Cl -2.736 1.993 -0.847
N 0.014 -0.229 1.120
H 2.248 -1.989 0.585
H 2.528 -1.149 -1.004
H 2.629 -0.265 0.615
H 0.094 -1.605 -0.542
H 1.157 1.126 -0.987
H -0.257 0.414 -1.815
H -0.342 1.855 0.852
H -2.713 0.786 1.134
H -0.613 -0.777 1.602
*
```

# 4
Formula: C5H9ClN
Source: OMol25
Level of theory: wB97M-V/def2-TZVPD

## Properties
E_LUMO (alpha / beta): -4.55 / -4.55 eV

Geometry as ORCA input:
```
! RIJCOSX wB97M-V def2-TZVPD def2/J DEFGRID3
* xyz 1 1
C -1.685 -0.783 0.115
C 0.441 0.339 1.127
C 0.471 1.069 -1.230
C -0.305 -0.890 0.730
C -0.562 -1.048 -0.754
N 1.245 0.950 -0.036
Cl -0.208 -2.187 -1.940
H -2.482 -1.429 0.236
H -1.995 0.261 0.273
H -0.247 1.054 1.410
H 1.170 0.256 2.018
H 0.756 0.501 -2.099
H -0.349 1.691 -1.286
H -0.020 -1.748 1.231
H 1.687 1.696 0.469
H 2.084 0.267 -0.266
*
```

# 5
Formula: C5H9ClN2
Source: OMol25
Level of theory: wB97M-V/def2-TZVPD

## Properties
E_LUMO (alpha / beta): -11.66 / -10.40 eV

Geometry as ORCA input:
```
! RIJCOSX wB97M-V def2-TZVPD def2/J DEFGRID3
* xyz 2 1
C -0.459 -1.956 -0.075
C -0.953 -0.687 -0.112
C 1.275 -0.134 0.300
C -0.470 1.230 1.245
C 0.070 0.966 -1.283
N 0.815 -1.981 0.124
N -0.025 0.419 0.095
Cl 2.798 0.255 -0.009
H -0.857 -2.930 -0.416
H -2.022 -0.434 -0.214
H -0.529 0.656 2.146
H 0.052 2.177 1.431
H -1.545 1.462 0.988
H 0.775 1.800 -1.032
H 0.562 0.315 -2.000
H -0.930 1.544 -1.636
H 1.443 -2.702 0.447
*
```

# 6
Formula: C5H9ClN3
Source: OMol25
Level of theory: wB97M-V/def2-TZVPD

## Properties
structure (SMILES): NN[C@H]1C=C[NH+]=C(Cl)C1
E_LUMO: -4.86 eV

Geometry as ORCA input:
```
! RIJCOSX wB97M-V def2-TZVPD def2/J DEFGRID3
* xyz 1 1
N 2.343 0.894 -0.580
N 1.744 -0.332 -0.158
C 0.430 -0.344 -0.536
C -0.206 -1.581 0.123
C -1.400 -1.441 0.769
N -2.179 -0.181 0.818
C -1.600 0.931 0.463
Cl -2.430 2.381 0.602
C -0.225 0.978 -0.026
H 2.206 1.086 -1.541
H 3.279 0.887 -0.282
H 2.282 -1.033 -0.727
H 0.194 -0.397 -1.615
H 0.394 -2.450 0.027
H -1.988 -2.156 1.190
H -3.071 -0.277 1.231
H 0.293 1.241 0.970
H -0.065 1.794 -0.727
*
```

# 7
Formula: C5H9ClN4O2
Source: OMol25
Level of theory: wB97M-V/def2-TZVPD

## Properties
structure (SMILES): CN=C=[N+](C)C(=O)O/C(Cl)=N/[NH3+]
E_LUMO: -7.61 eV

Geometry as ORCA input:
```
! RIJCOSX wB97M-V def2-TZVPD def2/J DEFGRID3
* xyz 2 1
C 2.226 0.953 -0.743
N 1.330 -0.049 -0.547
C 0.938 -1.111 -0.373
N 0.168 -2.068 -0.052
C 0.632 -3.500 0.371
C -1.169 -1.872 -0.012
O -1.987 -2.677 0.370
O -1.349 -0.632 -0.449
C -2.302 0.166 -0.186
Cl -3.957 -0.477 -0.050
N -1.860 1.339 0.052
N -2.799 2.396 0.312
H 2.042 1.491 -1.646
H 3.296 0.667 -0.820
H 2.312 1.766 0.044
H -0.342 -3.917 0.503
H 1.128 -4.066 -0.395
H 1.129 -3.461 1.386
H -2.353 3.306 0.110
H -2.947 2.418 1.354
H -3.548 2.474 -0.371
*
```

# 8
Formula: C5H9CoMgO4
Source: OMol25
Level of theory: wB97M-V/def2-TZVPD

## Properties
E_LUMO (alpha / beta): -5.20 / -5.23 eV

Geometry as ORCA input:
```
! RIJCOSX wB97M-V def2-TZVPD def2/J DEFGRID3
* xyz 1 4
O -1.807 1.171 0.526
C -0.993 1.937 1.280
C 0.344 1.788 1.352
O 1.001 0.628 1.059
C 1.187 0.125 -0.289
C 1.611 -1.312 -0.126
O 0.428 -2.084 0.182
C 0.581 -3.486 0.260
Mg -1.058 -0.687 -0.002
H -1.398 2.920 1.540
H 0.990 2.653 1.510
H 1.958 0.708 -0.807
H 2.304 -1.464 0.719
H 2.024 -1.699 -1.070
H -0.416 -3.928 0.366
H 1.048 -3.877 -0.655
H 1.190 -3.721 1.145
Co -2.761 1.065 -0.992
O -1.306 0.262 -1.728
H -0.081 0.611 -1.974
*
```

# 9
Formula: C5H9DyMgO3
Source: OMol25
Level of theory: wB97M-V/def2-TZVPD

## Properties
E_LUMO (alpha / beta): -3.44 / -4.32 eV

Geometry as ORCA input:
```
! RIJCOSX wB97M-V def2-TZVPD def2/J DEFGRID3
* xyz 1 7
O 3.108 0.077 0.099
Mg 3.591 1.950 0.563
C 2.348 -2.136 -0.223
C 2.194 -0.823 0.062
O 0.924 -0.269 0.293
C -0.245 -1.024 0.002
C -1.427 -0.153 0.347
O -1.236 1.118 -0.269
C -2.406 1.930 -0.290
Dy 0.845 2.166 -0.131
H 1.587 -2.732 -0.719
H 3.200 -2.653 0.214
H -0.272 -1.937 0.612
H -0.256 -1.301 -1.062
H -1.519 -0.016 1.435
H -2.347 -0.619 -0.033
H -2.112 2.924 -0.642
H -3.142 1.495 -0.980
H -2.835 2.004 0.720
*
```

# 10
Formula: C5H9EuO3
Source: OMol25
Level of theory: wB97M-V/def2-TZVPD

## Properties
E_LUMO (alpha / beta): -4.34 / -4.28 eV

Geometry as ORCA input:
```
! RIJCOSX wB97M-V def2-TZVPD def2/J DEFGRID3
* xyz 1 8
O -1.242 -1.843 0.510
C -0.317 -1.700 -0.506
C 1.087 -1.342 0.013
H -0.543 -2.537 -1.329
H 1.602 -2.206 0.458
H 1.695 -1.058 -0.861
O -2.294 1.362 -0.153
C -1.316 1.891 -0.691
C 0.055 1.696 -0.123
O -0.007 0.719 0.887
C 1.096 -0.204 1.033
Eu -2.145 -0.200 1.287
H -1.359 2.558 -1.566
H 0.469 2.650 0.240
H 0.693 1.366 -0.962
H 0.985 -0.597 2.049
H 2.032 0.368 0.997
H -0.490 -0.922 -1.282
*
```

| no. | E_tot (hartree) |
| --- | --- |
| 1 | -5257.98206 |
| 2 | -810.65938 |
| 3 | -810.69454 |
| 4 | -710.43541 |
| 5 | -764.70999 |
| 6 | -820.04993 |
| 7 | -1024.86301 |
| 8 | -2079.32333 |
| 9 | -1506.45839 |
| 10 | -1131.68063 |